Below is a molecular structure, C35H53AsBrLiNO4Si4, with properties calculated with ωB97M-V/def2-TZVPD.

Summary:
LUMO level = 1.7 eV

Geometry as ORCA input:
```
! wB97M-V def2-TZVPD RIJCOSX def2/J DEFGRID3
* xyz -1 1
Li -0.0482 0.1948 -1.1911
C -3.7691 -3.9047 -3.5781
Si -2.5567 -4.0335 -2.1507
C -3.5396 -4.4032 -0.5945
C -1.4430 -5.5168 -2.4807
C -1.5822 -2.5364 -1.9933
C -0.9333 -1.4841 -1.9286
H -4.3625 -4.8168 -3.6992
H -3.2350 -3.7147 -4.5136
H -4.4523 -3.0663 -3.4138
H -4.0153 -5.3878 -0.6415
H -4.3189 -3.6491 -0.4506
H -2.8880 -4.3777 0.2839
H -2.0190 -6.4238 -2.6903
H -0.7993 -5.7120 -1.6176
H -0.7936 -5.3189 -3.3389
C -2.5093 0.5075 4.1855
Si -0.6383 0.3318 4.1026
C -0.2677 -1.5127 4.1656
C 0.0350 1.0556 5.7054
As 0.1236 1.1079 2.0286
Si -0.6795 3.3221 2.0580
C -0.4326 4.2223 3.7032
C -2.5273 3.3919 1.7836
C 0.2261 4.2743 0.7331
Si 2.4050 1.3591 2.5182
C 3.2756 1.9271 0.9484
C 2.9785 2.5130 3.8933
C 3.0722 -0.3303 3.0237
H -2.9156 -0.1860 4.9266
H -2.9734 0.2895 3.2192
H -2.8013 1.5213 4.4725
H -0.8066 -1.9882 4.9905
H 0.8012 -1.6993 4.3039
H -0.5707 -1.9956 3.2324
H -0.5329 0.6572 6.5517
H -0.0415 2.1457 5.7237
H 1.0866 0.7917 5.8473
H -1.1577 3.8762 4.4467
H -0.5947 5.2944 3.5506
H 0.5639 4.0872 4.1241
H -3.0640 2.7826 2.5140
H -2.8035 3.0471 0.7852
H -2.8628 4.4280 1.8877
H 1.3018 4.2984 0.9360
H -0.1397 5.3030 0.6695
H 0.0603 3.7836 -0.2313
H 3.4090 3.0127 0.9489
H 2.6940 1.6578 0.0612
H 4.2614 1.4601 0.8613
H 2.6075 3.5323 3.7782
H 4.0727 2.5578 3.8988
H 2.6479 2.1463 4.8682
H 2.5053 -1.1487 2.5728
H 3.0184 -0.4434 4.1111
H 4.1156 -0.4442 2.7159
Br -4.4313 2.2109 -3.8364
C -4.3790 1.1509 -2.2568
C -5.4655 0.3007 -2.0825
C -5.5131 -0.5548 -0.9935
C -4.4632 -0.5711 -0.0892
C -3.3831 0.2721 -0.2829
C -3.3162 1.1638 -1.3543
C -2.0869 2.0834 -1.4202
O -2.1692 3.1566 -2.0158
O -1.0761 1.6388 -0.7822
H -6.2673 0.3131 -2.8083
H -6.3650 -1.2124 -0.8642
H -4.4759 -1.2532 0.7533
H -2.5421 0.2533 0.3967
C 2.1997 -2.2778 -4.1393
O 2.8652 -1.0796 -3.7463
C 2.1754 0.0840 -3.8178
C 0.9450 0.2271 -4.4486
C 0.3331 1.4675 -4.5305
C 0.9518 2.5900 -4.0004
C 2.1653 2.4447 -3.3555
C 2.7686 1.1998 -3.2274
N 4.0001 1.1475 -2.5298
C 4.5644 0.2121 -1.7596
C 4.0071 -0.8752 -1.1163
C 4.8954 -1.8603 -0.5690
C 4.4283 -2.9721 0.0427
C 3.0107 -3.1714 0.1530
C 2.1256 -2.2473 -0.2859
C 2.5734 -1.0130 -0.9019
O 1.7780 -0.1132 -1.2182
H 2.8795 -3.0885 -3.8875
H 2.0088 -2.2860 -5.2164
H 1.2617 -2.4011 -3.5946
H 0.4345 -0.6399 -4.8371
H -0.6395 1.5482 -4.9978
H 0.4766 3.5597 -4.0535
H 2.6377 3.3040 -2.8878
H 4.5015 2.0210 -2.5663
H 5.6283 0.3826 -1.6119
H 5.9645 -1.7058 -0.6848
H 5.1103 -3.7167 0.4323
H 2.6449 -4.0891 0.6005
H 1.0515 -2.3891 -0.2248
*
```

Here are the Mulliken charges for atoms 1 to 4, given in e: 0.561 -0.933 -0.334 -0.860

***

Below is a molecular structure, C35H53AsCl2N2O5Si3Tl, with properties calculated with ωB97M-V/def2-TZVPD.

Summary:
LUMO level = 2.3 eV

Geometry as ORCA input:
```
! wB97M-V def2-TZVPD RIJCOSX def2/J DEFGRID3
* xyz -1 1
Tl 1.4041 0.1698 0.3264
C 2.8735 2.8276 2.4164
O 2.0027 2.5333 1.3486
Si 0.4807 3.2899 1.1532
C 0.8946 5.1022 0.8045
C -0.2667 3.2610 2.8790
C -0.3714 2.3646 -0.1291
Si 0.0757 2.8029 -1.8441
C -0.3369 1.5025 -3.1520
C -0.7147 4.3993 -2.4973
C 1.9451 3.0441 -2.0522
Si -2.0727 1.8018 0.2349
C -2.8225 0.7116 -1.1199
C -2.2132 0.8043 1.8400
C -3.3072 3.2354 0.3962
H 3.0638 3.9049 2.4920
H 3.8248 2.3219 2.2453
H 2.4677 2.4725 3.3681
H 1.4210 5.5610 1.6470
H -0.0216 5.6744 0.6346
H 1.5192 5.2086 -0.0849
H 0.2809 3.9372 3.5415
H -0.2205 2.2528 3.2972
H -1.3131 3.5744 2.8749
H -1.4054 1.4416 -3.3638
H 0.0026 0.5042 -2.8589
H 0.1739 1.7690 -4.0835
H -1.8005 4.3733 -2.3687
H -0.5050 4.5268 -3.5641
H -0.3432 5.2816 -1.9698
H 2.4196 2.0722 -2.1895
H 2.4068 3.5170 -1.1837
H 2.1638 3.6487 -2.9386
H -2.1066 -0.0124 -1.5149
H -3.1866 1.3050 -1.9625
H -3.6756 0.1605 -0.7135
H -1.2668 0.3257 2.1079
H -2.9672 0.0180 1.7429
H -2.5048 1.4311 2.6864
H -3.3507 3.8000 -0.5394
H -3.0014 3.9312 1.1831
H -4.3182 2.8863 0.6290
O 1.0966 -2.5756 2.8565
C 0.6265 -1.4791 3.2162
O 0.9146 -0.3425 2.7457
C -0.4206 -1.5007 4.3163
C -0.8003 -0.3258 4.9484
C -1.7711 -0.3124 5.9539
C -2.3411 -1.5193 6.2713
O -3.3016 -1.7868 7.2223
C -3.6513 -3.1531 7.0289
O -2.6833 -3.7465 6.1766
C -1.9684 -2.6917 5.6424
C -1.0060 -2.7234 4.6689
H -0.3281 0.5941 4.6321
H -2.0674 0.6008 6.4516
H -4.6402 -3.2113 6.5583
H -3.6479 -3.6647 7.9919
H -0.6883 -3.6339 4.1807
N 5.3613 1.3801 -2.4762
C 5.0339 0.9867 -1.2086
N 4.3024 -0.0841 -1.1706
C 4.1018 -0.4262 -2.5004
C 3.3456 -1.4612 -3.0467
C 3.2775 -1.5515 -4.4224
C 3.9438 -0.6328 -5.2493
C 4.6910 0.4043 -4.7244
C 4.7522 0.4897 -3.3376
H 5.8456 2.2230 -2.7244
H 5.3530 1.5433 -0.3403
H 2.8134 -2.1500 -2.4028
H 2.6892 -2.3378 -4.8774
H 3.8599 -0.7331 -6.3239
H 5.1897 1.1201 -5.3654
C -1.5596 -2.5994 0.3807
As -0.3119 -2.6366 -1.1308
C 0.9972 -3.8201 -0.2708
C -1.2525 -4.0279 -2.1995
C -2.3247 -3.3967 -3.0291
C -2.0345 -2.8506 -4.2784
C -3.0083 -2.1939 -5.0141
C -4.2967 -2.0677 -4.5130
C -4.5990 -2.6053 -3.2706
C -3.6218 -3.2626 -2.5375
H -1.6738 -3.6007 0.7988
H -2.5259 -2.2107 0.0620
H -1.1580 -1.9421 1.1526
H 0.5576 -4.8049 -0.1000
H 1.2661 -3.3904 0.6955
H 1.8899 -3.9310 -0.8876
H -1.6597 -4.7748 -1.5153
H -0.4930 -4.5042 -2.8220
H -1.0247 -2.9267 -4.6663
H -2.7574 -1.7691 -5.9781
H -5.0559 -1.5473 -5.0827
H -5.5981 -2.5056 -2.8647
H -3.8638 -3.6741 -1.5640
Cl 4.4500 -0.4521 2.2494
C 4.0458 -2.0354 1.5737
Cl 5.3345 -3.2287 1.8580
H 3.9444 -1.9011 0.5020
H 3.1236 -2.3765 2.0409
*
```

Here are the Mulliken charges for atoms 1 to 4, given in e: 0.853 -0.991 0.293 0.034

***

Below is 7 unconnected molecules or ions with the total composition C35H53BFI2N9O5P, with properties calculated with ωB97M-V/def2-TZVPD.

Summary:
Energy relative to the best compared isomer or geometry (same formula, charge and spin) = 0.0 kJ/mol
LUMO level = -4.5 eV

Geometry as ORCA input:
```
! wB97M-V def2-TZVPD RIJCOSX def2/J DEFGRID3
* xyz 1 1
C -1.3998 -4.7548 -1.4164
C -0.0836 -4.7562 -1.5249
C 0.7531 -3.5526 -1.2017
N 0.3756 -2.9727 0.0880
C 0.4832 -3.8624 1.2640
O 1.5563 -4.7166 1.0460
C 1.4062 -6.0233 1.5138
C 0.3156 -6.8324 1.2301
C 0.2595 -8.1438 1.7094
C 1.3108 -8.6593 2.4658
C 2.4034 -7.8390 2.7467
C 2.4549 -6.5275 2.2782
C -0.0085 -1.7396 0.2052
N 0.0283 -0.8060 -0.8433
P 1.6591 -0.5783 -1.3975
O 2.6180 -1.4240 -0.6707
C -0.8103 0.3385 -0.3652
C -2.2449 -0.1276 -0.7553
C -2.4634 -0.0825 -2.2720
C -3.4868 -1.1845 -2.6149
B -0.7482 1.7589 -1.1593
O -1.8088 2.6020 -0.9480
O 0.2634 2.1495 -2.0030
C -0.0548 2.3673 -3.4005
C 0.7126 1.4085 -4.2873
C -0.5584 0.3042 1.1591
C 0.8155 0.9219 1.5675
C 1.6734 0.1025 2.5140
O 1.2953 -0.4938 3.4570
I 3.8015 0.1557 2.1255
C -1.6144 1.0236 2.0049
F -1.5515 2.3655 1.6449
C -1.4210 0.9820 3.5115
C -2.7461 1.4278 4.1847
N -0.4786 -1.1780 1.3517
I -2.0953 -2.1350 2.2401
H -1.9851 -3.8583 -1.2622
H -1.9555 -5.6763 -1.4744
H 0.3929 -5.6480 -1.9023
H 1.8150 -3.7507 -1.2320
H 0.5552 -2.8281 -1.9879
H 0.7294 -3.2083 2.1038
H -0.4485 -4.3638 1.4995
H -0.5126 -6.4729 0.6382
H -0.6064 -8.7429 1.4794
H 1.2990 -9.6727 2.8305
H 3.2128 -8.2619 3.3204
H 3.3282 -5.9331 2.4969
H 2.0043 0.7721 -1.3007
H 1.6120 -0.9238 -2.7558
H -2.9985 0.4648 -0.2498
H -2.4224 -1.1589 -0.4578
H -2.9519 0.8285 -2.5866
H -1.5646 -0.3296 -2.8358
H -3.2306 -2.1338 -2.1542
H -3.6038 -1.3179 -3.6846
H -4.4449 -0.8926 -2.1902
H -2.2923 2.8111 -1.7587
H -1.1236 2.3643 -3.6020
H 0.2935 3.3668 -3.6410
H 0.1761 0.4868 -4.5031
H 0.9491 1.9064 -5.2224
H 1.6690 1.1679 -3.8352
H 1.4360 1.1705 0.7143
H 0.6691 1.8749 2.0695
H -2.6213 0.7177 1.7374
H -0.6671 1.7053 3.7974
H -1.1965 -0.0112 3.8753
H -3.3555 0.5515 4.3865
H -2.5717 2.0202 5.0726
H -3.3161 2.0387 3.4899
C 1.4521 -5.4248 -5.1883
C 0.0165 -5.5186 -4.9481
N -1.1100 -5.5869 -4.7598
H 1.6953 -5.8715 -6.1499
H 1.7599 -4.3808 -5.1947
H 1.9946 -5.9531 -4.4061
C 0.0293 5.1055 1.1689
C 0.6671 6.1113 2.0076
N 1.1782 6.9005 2.6593
H -0.4549 5.5799 0.3192
H 0.7796 4.4076 0.8002
H -0.7140 4.5580 1.7436
C 0.4555 9.8357 3.9735
C 1.1093 10.8391 4.8046
N 1.6242 11.6264 5.4555
H -0.0339 10.3193 3.1300
H 1.1867 9.1247 3.6010
H -0.2898 9.3010 4.5587
C 2.7830 1.5612 5.7539
C 4.1114 2.0243 6.1314
N 5.1554 2.3847 6.4277
H 2.1786 1.3958 6.6438
H 2.2971 2.3091 5.1283
H 2.8635 0.6284 5.1995
C 3.0170 5.4768 -1.5063
C 1.5965 5.5390 -1.8279
N 0.4757 5.5895 -2.0526
H 3.1570 5.0085 -0.5334
H 3.5424 4.8960 -2.2617
H 3.4320 6.4821 -1.4775
C -3.7758 0.8996 -6.3156
C -3.8639 1.7580 -5.1413
N -3.9360 2.4434 -4.2263
H -2.8639 1.1209 -6.8667
H -3.7666 -0.1453 -6.0114
H -4.6332 1.0739 -6.9622
*
```

Here are the Mulliken charges for atoms 1 to 4, given in e: -1.074 -0.335 -0.837 1.507

***

> What is the formula in the third record?

C35H53BFI2N9O5P

***

> Among the records above, which one has the highest LUMO level?

C35H53AsCl2N2O5Si3Tl

***

> Which of these has the lowest LUMO level?

C35H53BFI2N9O5P

***

> Look up the LUMO level of the first one.

1.7 eV